[1]
{"formula": "C36H65BrFN2O7", "method": "wB97M-V/def2-TZVPD", "symbols": ["C", "C", "C", "Br", "C", "C", "C", "C", "C", "O", "C", "C", "O", "C", "C", "C", "C", "N", "N", "F", "C", "C", "H", "H", "H", "H", "H", "H", "H", "H", "H", "H", "H", "H", "H", "H", "H", "H", "H", "H", "H", "H", "H", "H", "H", "H", "H", "C", "C", "C", "O", "C", "H", "H", "H", "H", "H", "H", "H", "H", "C", "C", "C", "O", "C", "H", "H", "H", "H", "H", "H", "H", "H", "C", "C", "C", "O", "C", "H", "H", "H", "H", "H", "H", "H", "H", "C", "C", "C", "O", "C", "H", "H", "H", "H", "H", "H", "H", "H", "C", "C", "C", "O", "C", "H", "H", "H", "H", "H", "H", "H", "H"], "coordinates": [[-5.25, 3.56, -1.82], [-4.39, 2.17, -1.67], [-3.11, 2.51, -0.77], [-2.03, 3.90, -1.70], [-2.26, 1.25, -0.28], [-1.78, 1.14, 1.22], [-2.13, 2.26, 2.33], [-1.44, 3.69, 2.04], [-2.56, 4.81, 2.44], [-2.01, 6.15, 2.49], [-2.58, 7.00, 1.50], [-4.15, 7.23, 1.26], [-1.78, 7.67, 0.78], [-0.90, -0.06, 1.75], [-0.54, -1.14, 0.68], [0.39, -2.37, 1.13], [1.83, -2.23, 0.38], [1.96, -0.84, -0.24], [-1.01, -1.06, -0.69], [-0.64, -2.09, -1.49], [-1.83, 0.05, -1.19], [-2.22, -0.02, -2.73], [-4.83, 4.06, -2.78], [-5.06, 4.29, -0.97], [-6.35, 3.33, -2.03], [-4.11, 1.89, -2.76], [-5.07, 1.36, -1.22], [-3.51, 3.01, 0.19], [-1.82, 1.90, 3.39], [-3.28, 2.44, 2.37], [-1.08, 3.81, 0.95], [-0.56, 3.80, 2.78], [-2.95, 4.47, 3.48], [-3.43, 4.67, 1.72], [-4.79, 6.80, 2.11], [-4.39, 8.32, 1.03], [-4.41, 6.59, 0.32], [-0.55, -0.12, 2.84], [0.60, -2.25, 2.25], [-0.09, -3.37, 0.87], [1.94, -2.96, -0.50], [2.68, -2.34, 1.15], [2.97, -0.63, -0.40], [1.56, -0.94, -1.18], [-1.81, -0.93, -3.30], [-1.94, 0.94, -3.30], [-3.38, -0.10, -2.82], [3.77, -5.23, -3.86], [2.32, -5.64, -3.85], [2.12, -6.06, -2.40], [3.02, -5.26, -1.61], [3.93, -4.59, -2.50], [4.03, -4.55, -4.68], [4.41, -6.11, -3.94], [1.68, -4.78, -4.07], [2.08, -6.44, -4.56], [2.39, -7.11, -2.25], [1.10, -5.91, -2.06], [3.66, -3.53, -2.52], [4.95, -4.68, -2.11], [-1.01, -2.75, -7.89], [-1.06, -2.33, -6.44], [-0.66, -3.61, -5.73], [0.21, -4.32, -6.61], [0.16, -3.70, -7.91], [-0.89, -1.92, -8.59], [-1.93, -3.28, -8.15], [-0.31, -1.55, -6.26], [-2.03, -1.95, -6.12], [-1.54, -4.24, -5.54], [-0.16, -3.42, -4.78], [1.11, -3.17, -8.06], [0.07, -4.47, -8.68], [-6.93, -0.39, 3.10], [-5.92, -1.14, 2.26], [-5.24, -0.01, 1.51], [-5.28, 1.14, 2.36], [-6.17, 0.88, 3.45], [-7.27, -0.94, 3.98], [-7.81, -0.14, 2.49], [-5.20, -1.64, 2.92], [-6.36, -1.89, 1.60], [-5.77, 0.23, 0.59], [-4.20, -0.25, 1.26], [-5.57, 0.74, 4.35], [-6.83, 1.74, 3.60], [4.75, -1.83, 5.32], [5.24, -0.71, 4.42], [4.84, -1.21, 3.05], [3.66, -2.01, 3.22], [3.48, -2.26, 4.63], [4.59, -1.53, 6.35], [5.48, -2.65, 5.31], [4.69, 0.21, 4.66], [6.30, -0.51, 4.51], [5.62, -1.85, 2.62], [4.63, -0.39, 2.35], [2.62, -1.66, 4.96], [3.25, -3.32, 4.78], [6.42, 4.02, 2.93], [6.31, 3.55, 1.50], [6.34, 2.04, 1.66], [5.75, 1.75, 2.93], [5.62, 2.97, 3.67], [6.05, 5.03, 3.09], [7.47, 3.98, 3.25], [5.34, 3.86, 1.08], [7.10, 3.92, 0.84], [7.36, 1.66, 1.67], [5.78, 1.53, 0.87], [4.56, 3.23, 3.70], [5.97, 2.82, 4.70]], "e_homo_ev": -11.223, "gap_ev": 7.36, "charge": 1}

=====

[2]
{"formula": "C2HBrClFO", "method": "wB97M-V/def2-TZVPD", "symbols": ["O", "C", "C", "F", "Br", "Cl", "H"], "coordinates": [[0.01, -1.56, -1.73], [0.51, -0.94, -0.86], [0.97, -0.21, 0.09], [0.90, -0.60, 1.42], [1.65, 1.58, -0.30], [-2.29, 0.23, 0.68], [-1.76, 1.51, 0.70]], "e_homo_ev": -9.462, "gap_ev": 8.63, "smiles": "O=C=C(F)Br.Cl"}

=====

no.,energy (eV)
1,-128442.737
2,-89417.748